[1]
# C31H24BrN3O2STi

A structure of composition C31H24BrN3O2STi (ωB97M-V/def2-TZVPD, OMol25).

Values from the calculation:
M = 630.4 g mol⁻¹
Relative energy (zero: lowest compared OMol25 entry of this formula, charge and spin) = 0.0000 eV
LUMO (alpha / beta) = -0.337 / -0.410 eV
Multiplicity = 3
Kohn-Sham gap (alpha / beta) = 0.1833 / 0.2613 hartree
<S²> = 2.05

Each line ends with the Löwdin spin population.
Cartesian coordinates (Å):
Br 7.168915 1.950669 -2.398358  -0.007
Ti 0.556896 -0.169292 -0.021161  0.959
S -2.586962 -3.318609 -0.242805  0.002
O 0.429179 -1.367604 1.992360  0.012
O 2.321869 0.166228 0.689870  0.037
N -1.113296 1.098067 0.819985  0.001
N -1.346716 -1.188006 -1.005548  0.007
N 0.796568 1.629763 -0.972122  0.099
C -2.389186 3.062760 0.231745  0.000
C 4.387586 1.818503 -1.848854  0.091
C -0.254478 2.507077 -0.911075  0.027
C 1.973519 1.974994 -1.567567  0.346
C 2.511357 -2.613174 -1.020384  0.006
C -2.701843 -0.883511 -1.066393  0.000
C 5.783250 0.610342 -0.299995  0.110
C 0.395498 -4.377005 -0.561298  -0.002
C -1.151666 -2.428605 -0.638638  0.000
C 1.676436 -4.871781 -0.730853  0.008
C -4.613518 0.445495 -1.567284  0.000
C 2.726455 -3.985639 -0.978935  -0.002
C 0.884331 -0.703723 3.191284  0.001
C 3.215825 1.437102 -1.153964  0.025
C 4.650377 0.217685 0.396392  -0.006
C 3.374141 0.598587 -0.008674  0.081
C -2.529178 4.209439 -0.586392  0.058
C -0.426848 3.659166 -1.671820  0.064
C 5.629489 1.408968 -1.426818  -0.004
C 0.204941 -2.996918 -0.652087  0.004
C -1.268321 2.222072 0.070293  0.001
C -1.554200 4.479674 -1.509438  0.000
C -4.925552 -1.775948 -0.658464  0.000
C -3.170344 1.544908 1.939719  -0.002
C -2.032242 0.763324 1.703224  0.025
C -3.241522 0.300874 -1.564499  0.001
C -3.541603 -1.925881 -0.656161  0.001
C 0.681010 -1.581324 4.403826  0.000
C -3.337554 2.690470 1.207104  0.020
C -5.446945 -0.576871 -1.102843  0.001
C 1.234031 -2.066511 -0.866915  -0.011
H 1.925093 -0.409741 3.051534  0.000
H 3.726130 -4.377618 -1.124678  0.000
H -1.868942 -0.164995 2.240158  0.002
H -5.053719 1.359847 -1.943178  0.000
H 4.295450 2.451832 -2.722009  0.004
H -6.519964 -0.438538 -1.119660  0.000
H 4.735808 -0.411276 1.273146  -0.003
H -1.641401 5.354787 -2.141373  -0.002
H -3.392483 4.849914 -0.465972  0.003
H 1.862365 -5.936610 -0.683049  0.001
H -2.590217 1.070464 -1.953041  0.000
H 1.313313 -2.469741 4.361304  0.000
H -0.430056 -5.057206 -0.383949  0.000
H -4.210728 3.315064 1.353397  0.001
H -0.358056 -1.903205 4.477757  0.000
H 0.938522 -1.034484 5.311361  0.000
H 0.308416 3.934341 -2.413372  0.007
H 3.360786 -1.954089 -1.167836  0.001
H 6.767808 0.302401 0.022356  0.007
H 1.050723 -2.077824 1.777585  0.001
H 0.295330 0.211353 3.257104  0.000
H -5.576378 -2.578204 -0.337439  0.000
H -3.891739 1.229552 2.679653  -0.001
H 1.984242 2.768209 -2.306273  0.023

Atoms 1-2, force components in eV/Å:
Br 0.0 0.0 0.0
Ti 0.4 0.2 0.4

=====

[2]
# C31H24Cl3N6O3S3V

A structure of composition C31H24Cl3N6O3S3V (ωB97M-V/def2-TZVPD, OMol25).

Values from the calculation:
M = 782.1 g mol⁻¹
Relative energy (zero: lowest compared OMol25 entry of this formula, charge and spin) = 0.2617 eV
LUMO (alpha / beta) = 2.097 / 2.019 eV
Multiplicity = 4
Charge = -1
Kohn-Sham gap (alpha / beta) = 0.2222 / 0.2579 hartree
<S²> = 3.77

Each line ends with the Löwdin spin population.
Cartesian coordinates (Å):
V 0.151655 0.044424 0.034886  2.623
Cl 1.468178 -2.980713 -2.040468  0.003
Cl 3.956665 -0.902435 2.285927  0.001
Cl 6.358168 -4.765335 -0.622266  0.001
S -2.970431 -3.546765 -2.486904  -0.002
S -1.477349 -0.989111 -2.820465  0.008
S -2.744537 1.725750 0.468404  0.005
O -3.138273 0.344359 0.373202  0.007
O -3.208119 2.465716 1.623322  0.001
O 1.806751 -1.183814 0.319857  0.033
N 0.528777 0.762957 -3.024640  0.036
N 0.033205 -0.136830 2.210435  0.019
N -1.160264 1.798635 0.271516  0.014
N 1.481703 1.752947 0.017848  0.000
N -1.817145 -2.537126 -0.515514  0.003
N -1.134323 -1.672487 0.308098  0.005
C -0.627682 -1.237721 2.593492  0.018
C 4.996453 -3.702152 -0.346282  0.006
C 0.586079 0.638503 3.134846  0.013
C -0.746859 -1.594581 3.932551  0.007
C 3.068036 4.026848 -0.062856  0.021
C -3.336258 3.129949 -3.274264  0.000
C -5.179003 3.865613 -1.937600  0.000
C 1.672767 4.163407 0.120205  -0.001
C -0.522174 3.023948 0.314651  -0.001
C -1.977052 -2.261640 -1.760708  -0.006
C 2.780412 -1.971804 0.095182  0.005
C -0.317638 5.445693 0.458387  -0.002
C -4.545540 3.814329 -3.174099  0.000
C 0.904608 2.981694 0.145224  0.008
C 3.906392 -3.746461 -1.198532  0.000
C 1.035980 5.415345 0.277241  0.008
C 2.778416 1.661250 -0.156217  0.026
C -2.775059 2.503566 -2.174365  0.000
C -3.003741 -3.172132 -4.248049  0.000
C -1.096167 4.274957 0.483946  0.009
C -5.150024 4.475243 -4.384153  0.000
C -1.236518 -2.033229 1.536380  0.065
C -4.624474 3.246657 -0.825785  0.000
C -3.427432 2.561909 -0.951022  0.001
C -0.165915 -0.784731 4.891318  0.013
C 0.512056 0.355782 4.488651  0.009
C 3.934702 -1.993321 0.924750  0.005
C 3.619324 2.788163 -0.204414  -0.002
C 5.017252 -2.826259 0.723328  -0.001
C 0.012191 0.107992 -2.087652  0.024
C 2.834862 -2.905015 -0.975979  0.006
H -5.104998 3.299793 0.142387  0.000
H 0.174580 0.596527 -3.969153  0.001
H -6.115384 4.403732 -1.839863  0.000
H 5.862788 -2.790822 1.395665  0.000
H -0.242762 -1.037148 5.941101  0.001
H -2.820795 3.090892 -4.227677  0.000
H 1.107596 1.515067 2.769316  0.001
H -1.813693 -2.917350 1.789585  0.003
H 3.174372 0.660170 -0.257003  0.001
H -1.289288 -2.490675 4.202330  0.000
H -0.820571 6.396869 0.588257  0.000
H 3.682874 4.919508 -0.089732  0.001
H 1.627565 6.322232 0.255153  0.000
H 0.978419 1.017456 5.204905  0.000
H -3.486717 -2.218895 -4.448893  0.000
H 3.885399 -4.433593 -2.032738  0.000
H -4.410913 5.079590 -4.912433  0.000
H -2.157526 4.360185 0.656168  0.001
H -1.827953 1.985969 -2.255114  0.000
H 4.682135 2.651348 -0.348664  -0.001
H -5.982351 5.121785 -4.106201  0.000
H -2.004605 -3.177219 -4.676548  0.000
H -5.525541 3.729411 -5.088192  0.000
H -3.593106 -3.976315 -4.689443  0.000

Atoms 1-2, force components in eV/Å:
V 0.1 0.0 0.0
Cl 0.0 0.0 0.0

=====

[3]
# C31H24Cl5FeN3O3

A structure of composition C31H24Cl5FeN3O3 (ωB97M-V/def2-TZVPD, OMol25).

Values from the calculation:
M = 719.7 g mol⁻¹
LUMO (alpha / beta) = -0.376 / -0.377 eV
Multiplicity = 1
Kohn-Sham gap (alpha / beta) = 0.2547 / 0.2561 hartree

Each line ends with the Löwdin charge.
Cartesian coordinates (Å):
Fe -0.175131 1.338442 0.272748  0.432
Cl -0.349775 3.868669 0.361415  0.782
Cl 4.297439 2.040897 4.024676  0.672
Cl 3.713440 5.094173 3.784491  0.672
Cl 1.360233 6.079985 1.934159  0.685
Cl 2.584333 -0.020758 2.430833  0.732
O -1.259447 1.203204 1.845025  -0.101
O -2.578001 1.069988 -0.482120  -0.099
O 2.586206 0.589130 -0.607364  -0.177
N -0.564223 -1.449543 0.803981  0.099
N 0.170906 -0.601700 0.214362  -0.001
N 0.289751 1.552963 -1.924678  0.086
C -2.242967 -2.320753 2.217802  -0.095
C -0.048555 0.667260 -2.879514  -0.267
C 2.339513 -0.675831 -1.015652  -0.241
C 0.826309 -2.532403 -1.142807  -0.026
C -3.186791 -2.161141 3.250854  -0.177
C 1.032522 3.447909 1.373261  -0.634
C -2.726182 0.219584 3.350376  0.005
C -1.516685 -1.163171 1.718353  -0.134
C -2.762760 -4.686957 2.174488  -0.082
C 3.927424 1.041273 -0.577384  -0.072
C 2.119379 2.282430 -3.293826  -0.052
C 1.114092 -1.263439 -0.645168  -0.165
C 2.778356 3.958642 2.888104  -0.709
C 1.711091 -3.220782 -1.953416  -0.086
C -1.329967 -0.085416 -2.694002  -0.121
C 3.238476 -1.382261 -1.810153  -0.016
C -1.786662 0.123497 2.264798  -0.325
C -3.423260 0.785305 -1.591995  -0.227
C -2.050419 -3.615127 1.695319  -0.027
C 1.808795 1.324360 -4.242155  -0.045
C -3.391560 -0.860055 3.807408  -0.016
C -2.536366 0.867959 -2.811569  -0.152
C 1.743092 4.407648 2.070827  -0.706
C -3.704701 -4.522078 3.200043  -0.093
C 2.275021 1.674660 2.248376  -0.671
C 2.929562 -2.648024 -2.278223  -0.081
C -3.906158 -3.273508 3.726494  -0.044
C 1.342323 2.345003 -2.151501  -0.128
C 3.034438 2.588795 2.985244  -0.698
C 1.266855 2.089810 1.394583  -0.246
C 0.706765 0.514810 -4.033932  -0.007
H 4.327021 1.180013 -1.586052  0.088
H 2.951570 2.960679 -3.420713  0.111
H 4.562007 0.349008 -0.020548  0.102
H -4.228754 1.521293 -1.660584  0.122
H -1.323701 -3.759083 0.909774  0.090
H 1.449831 -4.204333 -2.320803  0.101
H 3.906621 2.002443 -0.067338  0.097
H 0.417088 -0.230190 -4.762308  0.117
H -4.260817 -5.372840 3.570859  0.099
H -2.873886 1.205212 3.772790  0.119
H -3.067251 1.085310 0.346198  0.094
H 4.184205 -0.931311 -2.072873  0.107
H -3.865736 -0.211709 -1.487708  0.128
H -1.392834 -0.894157 -3.421480  0.121
H -1.327030 -0.536657 -1.703151  0.092
H -2.592814 -5.670582 1.755018  0.101
H 1.574658 3.057855 -1.371031  0.092
H 2.406147 1.217626 -5.138824  0.112
H -3.113282 0.672537 -3.716289  0.118
H -2.181291 1.899126 -2.874744  0.118
H -0.121172 -2.977877 -0.876778  0.097
H -4.100989 -0.755341 4.620892  0.116
H 3.638846 -3.178028 -2.900496  0.104
H -4.625159 -3.122466 4.523650  0.110

Atoms 1-2, force components in eV/Å:
Fe -0.7 -0.3 -0.4
Cl -0.1 0.1 0.1

=====

[4]
# C31H24Cl6N3OPbSb

A structure of composition C31H24Cl6N3OPbSb (ωB97M-V/def2-TZVPD, OMol25).

Values from the calculation:
M = 996.2 g mol⁻¹
Relative energy (zero: lowest compared OMol25 entry of this formula, charge and spin) = 0.7198 eV
LUMO = -8.307 eV
Multiplicity = 1
Charge = +2
Kohn-Sham gap = 0.1395 hartree

Each line ends with the Löwdin charge.
Cartesian coordinates (Å):
Pb 0.026462 0.011126 -0.030277  1.399
Sb 2.223153 -3.178387 0.001020  1.562
Cl -4.300377 3.070302 -5.052211  0.723
Cl -1.692862 -1.590812 -1.899386  0.747
Cl -4.587979 0.154680 -6.130089  0.712
Cl -3.251134 -2.190608 -4.544041  0.714
Cl -2.767765 5.274036 1.003433  0.858
Cl -2.674806 3.632983 -2.435364  0.695
O -1.558348 1.259335 -1.216192  -0.415
N -0.604004 -2.232283 0.954221  -0.096
N 1.449880 -0.753915 -1.845892  -0.086
N 2.474586 -0.285227 1.073733  -0.047
C -2.277959 -3.663682 1.855472  0.000
C -3.020881 6.253122 3.456473  -0.052
C -2.255014 0.996399 -2.294717  -0.515
C -1.834247 -2.405617 1.466059  -0.340
C -2.867933 2.022848 -3.033682  -0.606
C 4.714037 -0.766275 2.639297  -0.030
C 2.980680 -1.528145 1.181850  -0.442
C -2.346748 5.051549 5.501249  -0.017
C -3.714066 0.466704 -4.685218  -0.713
C -3.123091 -0.570737 -3.981881  -0.701
C -2.889807 6.176008 4.840690  0.056
C 4.096791 -1.805142 1.956136  -0.113
C -0.186225 -4.570173 1.163454  -0.112
C 2.218622 -2.709974 -2.969439  -0.113
C -2.743651 -1.215589 1.617173  -0.040
C -2.611806 5.194219 2.685159  -0.558
C -3.581364 1.770735 -4.196560  -0.694
C 3.094035 0.727824 1.699254  -0.326
C 4.214225 0.511467 2.496420  -0.010
C 1.817191 -0.704892 -4.195178  0.008
C -1.936254 3.993577 4.761153  0.027
C 2.602939 2.133724 1.478374  -0.035
C -1.452912 -4.757077 1.702143  -0.019
C -1.668993 2.940566 2.597107  0.214
C 1.856058 -2.044215 -1.812981  -0.452
C 0.212329 -3.294087 0.798760  -0.446
C 2.159073 -2.038982 -4.186048  -0.014
C -2.420544 -0.294211 -2.813937  -0.555
C 1.478188 -0.066377 -3.006611  -0.308
C -2.052930 4.011016 3.320857  -0.257
C 1.209980 1.409123 -2.983530  -0.010
H 0.482458 -5.410575 1.026990  0.093
H 2.406191 -2.549259 -5.108957  0.128
H 2.737457 2.739690 2.373114  0.086
H -1.269323 2.052362 3.075412  0.104
H 1.811791 -0.140033 -5.118268  0.130
H -1.769149 2.943028 1.513254  0.072
H 2.088327 1.927386 -2.587247  0.100
H -2.676763 -0.818263 2.634218  0.092
H 5.583525 -0.951540 3.257950  0.124
H -1.790685 -5.745839 1.986544  0.127
H 2.547243 -3.740634 -2.924558  0.094
H 4.691527 1.349369 2.989534  0.126
H 1.552841 2.171482 1.186698  0.018
H -3.778192 -1.510155 1.451122  0.098
H -2.264524 5.041626 6.579341  0.131
H -3.439963 7.132210 2.987867  0.130
H -1.515184 3.113686 5.232350  0.136
H 3.178540 2.603843 0.678030  0.099
H 0.345910 1.671220 -2.371638  0.041
H -2.521711 -0.417289 0.907533  0.019
H 4.485984 -2.813829 2.019166  0.095
H -3.221175 7.020830 5.435520  0.141
H -3.276901 -3.773790 2.259066  0.130
H 1.029101 1.784745 -3.988531  0.097

Atoms 1-2, force components in eV/Å:
Pb 0.0 0.4 0.0
Sb -0.1 0.1 0.0